Density functional theory data (wB97M-V/def2-TZVPD) for a molecular structure, C44H121CdIN11O11 in a non-equilibrium geometry.

Last column: Mulliken charge in e.
CARTESIAN COORDINATES (ANGSTROEM)
Cd -1.035 -0.122 -3.515  1.811
I -0.847 -0.034 -0.715  -1.019
C -0.720 3.420 -6.001  -1.456
C -0.557 2.022 -5.460  0.751
C 0.852 1.762 -4.999  -1.000
O 1.016 0.332 -4.843  0.998
C 1.630 -0.203 -5.951  -1.842
N -1.476 1.816 -4.292  0.267
H -0.313 3.568 -7.004  0.409
H -0.185 4.085 -5.321  0.316
H -1.777 3.726 -5.949  0.266
H -0.829 1.278 -6.205  0.258
H 0.905 2.227 -4.010  -0.274
H 1.583 2.181 -5.699  0.656
H 0.945 -0.389 -6.769  0.303
H 2.106 -1.174 -5.789  0.452
H 2.447 0.496 -6.181  0.659
H -1.253 2.518 -3.624  0.142
H -2.487 2.050 -4.491  -0.205
C -6.327 3.819 -4.847  -1.574
C -4.899 3.387 -4.441  0.547
C -4.563 3.716 -2.995  -0.795
O -3.189 3.501 -2.768  -0.095
C -2.720 3.889 -1.516  -0.150
N -4.607 1.993 -4.639  -0.477
H -6.484 3.712 -5.932  0.384
H -6.448 4.853 -4.571  0.425
H -7.035 3.232 -4.260  0.371
H -4.218 4.064 -5.088  -0.014
H -5.194 3.022 -2.367  0.185
H -4.882 4.775 -2.824  0.331
H -1.659 3.701 -1.522  -0.174
H -3.181 3.315 -0.682  -0.023
H -2.935 4.945 -1.279  0.403
H -4.746 1.734 -5.589  0.232
H -5.165 1.387 -4.050  0.231
C 2.679 -1.606 7.161  -1.525
C 2.817 -0.348 6.321  0.355
C 2.819 -0.708 4.813  -0.131
O 3.137 0.391 3.967  -0.404
C 2.781 0.325 2.625  0.397
N 1.759 0.662 6.631  -0.314
H 1.777 -2.201 6.895  0.184
H 2.576 -1.424 8.197  0.461
H 3.467 -2.313 6.962  0.435
H 3.828 0.061 6.580  0.242
H 1.847 -1.173 4.652  -0.299
H 3.604 -1.474 4.712  0.443
H 3.147 1.176 2.111  0.189
H 1.692 0.281 2.538  0.082
H 3.096 -0.621 2.177  -0.221
H 2.060 1.516 6.170  -0.009
H 1.758 0.847 7.644  0.299
C -6.219 1.211 0.710  -1.037
C -5.421 0.502 1.809  -0.488
C -4.517 -0.574 1.255  1.054
O -5.257 -1.518 0.542  -0.427
C -4.891 -2.797 0.853  -0.734
N -4.679 1.335 2.714  -0.136
H -6.928 1.898 1.146  0.407
H -6.678 0.604 -0.071  0.320
H -5.394 1.764 0.207  -0.074
H -6.098 -0.056 2.487  0.397
H -3.976 -1.092 2.032  -0.081
H -3.793 -0.129 0.599  -0.248
H -4.811 -2.982 1.893  0.474
H -4.010 -3.178 0.293  0.086
H -5.766 -3.417 0.611  0.386
H -3.932 1.877 2.253  0.010
H -5.236 1.924 3.320  0.253
C 1.279 -5.269 -1.627  -0.870
C 1.701 -3.816 -1.351  0.995
C 3.161 -3.834 -0.722  -0.615
O 3.221 -4.519 0.493  -0.478
C 2.933 -3.677 1.642  -0.631
N 1.521 -2.952 -2.566  0.133
H 2.095 -5.783 -2.115  0.390
H 0.422 -5.304 -2.317  0.044
H 0.866 -5.837 -0.748  0.216
H 0.951 -3.424 -0.599  -0.680
H 3.415 -2.751 -0.667  0.220
H 3.873 -4.271 -1.422  0.386
H 1.834 -3.662 1.778  0.066
H 3.374 -2.690 1.514  0.305
H 3.339 -4.231 2.461  0.347
H 2.042 -2.110 -2.343  -0.532
H 2.013 -3.386 -3.337  0.236
C -3.384 -0.785 6.194  -1.682
C -1.995 -0.234 5.966  2.019
C -1.915 0.580 4.599  0.046
O -2.086 -0.369 3.536  0.040
C -0.778 -0.764 3.025  2.023
N -1.568 0.573 7.031  -0.759
H -3.504 -1.413 7.043  0.499
H -3.805 -1.305 5.295  0.175
H -4.106 -0.004 6.345  0.442
H -1.316 -1.052 5.838  -0.694
H -0.987 1.153 4.586  -1.152
H -2.703 1.382 4.610  0.374
H -0.314 -0.095 2.316  -0.730
H -0.906 -1.667 2.477  -0.441
H -0.055 -0.960 3.852  -0.746
H -0.562 0.530 7.150  0.244
H -1.913 0.219 7.924  0.289
C 5.135 4.373 -2.687  -1.562
C 4.386 5.074 -1.534  0.408
C 3.265 4.169 -0.975  -0.670
O 2.299 3.826 -1.967  -0.329
C 1.289 3.114 -1.288  0.424
N 5.322 5.301 -0.468  -0.660
H 5.635 3.538 -2.249  0.468
H 5.755 5.089 -3.187  0.488
H 4.429 4.068 -3.486  0.191
H 3.888 5.956 -1.862  0.361
H 2.786 4.729 -0.199  0.324
H 3.693 3.246 -0.542  0.198
H 1.670 2.232 -0.760  0.004
H 0.562 2.793 -2.008  -0.800
H 0.786 3.768 -0.548  0.569
H 4.933 6.050 0.090  0.256
H 6.232 5.640 -0.846  0.260
C 1.073 4.921 5.305  -1.691
C 1.636 3.780 4.486  3.290
C 1.600 4.064 2.928  -0.838
O 0.305 4.271 2.392  -0.510
C -0.349 2.996 2.309  0.857
N 2.975 3.448 4.992  -0.646
H 0.970 4.737 6.371  0.398
H 0.087 5.244 4.972  0.316
H 1.750 5.798 5.170  0.351
H 1.043 2.864 4.537  -1.702
H 2.063 3.284 2.343  0.027
H 2.112 5.021 2.739  0.376
H -0.232 2.540 1.336  -0.113
H -1.415 3.131 2.529  0.160
H 0.114 2.275 2.992  -0.726
H 3.632 4.211 4.757  0.369
H 3.267 2.627 4.503  0.111
C 6.589 -2.525 -4.333  -1.676
C 5.256 -1.861 -4.322  1.354
C 5.059 -0.949 -3.186  -1.185
O 3.718 -0.574 -3.093  0.396
C 3.501 0.609 -2.322  -1.116
N 5.014 -1.238 -5.611  -0.735
H 6.549 -3.411 -4.991  0.419
H 6.898 -2.847 -3.341  0.374
H 7.339 -1.808 -4.693  0.379
H 4.574 -2.748 -4.116  -0.225
H 5.736 -0.117 -3.312  0.430
H 5.241 -1.540 -2.290  0.308
H 2.466 0.841 -2.342  -0.258
H 4.077 1.438 -2.700  0.527
H 3.938 0.432 -1.357  0.661
H 4.012 -0.995 -5.601  -0.098
H 5.089 -1.928 -6.370  0.334
C -1.474 -4.485 -4.794  -1.458
C -1.857 -2.988 -4.789  0.400
C -3.005 -2.816 -3.810  -1.022
O -3.451 -1.442 -3.751  -0.312
C -4.270 -1.225 -2.630  -0.450
N -0.725 -2.147 -4.394  -0.228
H -1.222 -4.919 -3.814  0.185
H -0.563 -4.673 -5.357  0.385
H -2.349 -5.047 -5.081  0.506
H -2.331 -2.648 -5.730  0.368
H -2.655 -3.132 -2.834  0.302
H -3.849 -3.433 -4.085  0.567
H -4.535 -0.145 -2.508  0.003
H -3.835 -1.409 -1.675  0.034
H -5.205 -1.791 -2.588  0.479
H -0.001 -2.072 -5.096  0.059
H -0.294 -2.583 -3.560  0.218
C 0.107 -3.799 5.113  -0.505
C -0.455 -5.090 4.543  -0.022
C -1.347 -4.718 3.384  -0.793
O -0.608 -4.248 2.244  0.303
C -1.435 -4.025 1.189  -0.072
N 0.532 -6.035 4.085  -0.773
H -0.595 -2.961 5.035  -0.334
H 0.957 -3.458 4.499  -0.045
H 0.403 -3.924 6.151  0.469
H -1.006 -5.632 5.313  0.565
H -2.035 -3.894 3.536  0.337
H -1.909 -5.642 3.143  0.327
H -1.878 -4.962 0.778  0.306
H -0.806 -3.526 0.406  -0.309
H -2.257 -3.286 1.447  -0.071
H 1.012 -5.608 3.289  0.290
H 0.056 -6.842 3.694  0.317

Output
Frontier orbital gap = 7.95 eV
Total charge = +1
Multiplicity = 1
Energy = -3644.04094 Ha
E_LUMO = -0.074 Ha
HOMO level = -9.98 eV